No. 1
{"formula": "C6H12O", "method": "ωB97M-V with the def2-TZVPD basis set", "elements": ["C", "C", "C", "C", "O", "C", "C", "H", "H", "H", "H", "H", "H", "H", "H", "H", "H", "H", "H"], "xyz": [[1.3404, 1.9620, 0.2080], [1.3696, 0.4679, 0.5416], [-0.0098, -0.1952, 0.4223], [-0.1468, -1.3839, 1.3654], [-1.1421, -2.0611, 1.4813], [-0.4076, -0.5871, -1.0163], [-1.9210, -0.7606, -1.1390], [2.3250, 2.4307, 0.3176], [0.9986, 2.1445, -0.8173], [0.6509, 2.4911, 0.8768], [2.0883, -0.0583, -0.1027], [1.7349, 0.3395, 1.5701], [-0.7665, 0.5296, 0.7659], [0.7481, -1.6060, 1.9937], [0.1074, -1.5135, -1.3098], [-0.0487, 0.1899, -1.7055], [-2.2568, -0.8106, -2.1795], [-2.4249, 0.0862, -0.6567], [-2.2391, -1.6652, -0.6159]], "forces_ev_per_angstrom": [[0.0, 0.0, 0.0], [0.0, -0.1, 0.0], [0.0, 0.0, 0.0], [-0.3, -0.2, 0.0], [0.5, 0.3, 0.0], [0.0, 0.0, 0.0], [-0.1, 0.0, 0.0], [-0.1, -0.2, 0.0], [0.1, -0.1, 0.1], [0.1, -0.1, -0.1], [-0.1, 0.1, 0.1], [0.0, 0.1, -0.1], [0.1, -0.1, 0.0], [-0.1, 0.0, -0.1], [-0.1, 0.2, 0.1], [-0.1, -0.1, 0.2], [0.1, 0.0, 0.1], [0.0, -0.1, -0.2], [0.0, 0.2, -0.1]], "total_charge": 0, "de_lowest_kcal_mol": 12.5, "smiles": "CCC(C=O)CC", "orbital_gap_ev": 10.643, "spin_multiplicity": 1, "total_energy_ha": -311.03938}



No. 2
{"formula": "C6H12O", "method": "ωB97M-V with the def2-TZVPD basis set", "elements": ["C", "C", "C", "C", "C", "C", "O", "H", "H", "H", "H", "H", "H", "H", "H", "H", "H", "H", "H"], "xyz": [[1.9455, -0.2444, 1.0310], [0.6863, -0.6383, 0.3013], [0.9849, -1.4798, -1.0012], [-0.1904, 0.6317, -0.0856], [-1.6816, 0.5450, 0.3747], [-2.4943, 1.3952, -0.5511], [-2.1414, 2.5183, -0.8405], [1.6186, 0.6638, 1.5574], [2.7688, 0.0982, 0.3972], [2.1908, -0.9231, 1.8554], [0.0069, -1.2537, 0.9058], [1.2396, -2.4830, -0.6501], [0.1660, -1.5140, -1.7194], [1.8393, -0.9476, -1.4288], [-0.1861, 0.6251, -1.1869], [0.2714, 1.5148, 0.3511], [-1.9175, -0.5195, 0.4001], [-1.7184, 0.9673, 1.3843], [-3.3883, 1.0441, -1.0945]], "forces_ev_per_angstrom": [[-0.9, 1.0, 1.3], [-1.8, -0.2, -1.7], [0.3, 0.8, 1.6], [0.4, -1.2, -0.2], [1.3, -0.2, 0.0], [0.0, 0.9, -0.7], [-0.1, -0.2, 0.4], [0.5, 0.0, 0.2], [0.0, -0.6, 0.1], [0.5, -0.2, -0.6], [0.5, 0.0, 0.4], [0.3, 0.0, -0.5], [-0.1, 0.0, 0.2], [0.0, -0.5, -0.4], [0.1, 0.7, 0.4], [-0.1, 0.2, -0.5], [-0.6, 0.2, 0.0], [-0.3, -0.2, 0.0], [-0.1, -0.6, 0.4]], "total_charge": 0, "de_lowest_kcal_mol": 29.5, "smiles": "CC(C)CCC=O", "orbital_gap_ev": 10.756, "spin_multiplicity": 1, "total_energy_ha": -311.01224}



No. 3
{"formula": "C6H12O", "method": "ωB97M-V with the def2-TZVPD basis set", "elements": ["C", "C", "C", "O", "C", "C", "C", "H", "H", "H", "H", "H", "H", "H", "H", "H", "H", "H", "H"], "xyz": [[1.6012, 0.9216, 0.5704], [0.7367, -0.2483, 0.1228], [1.3745, -1.1929, -0.8882], [-0.0340, -0.9733, 1.0882], [-0.7305, -0.0796, 0.2199], [-1.3419, 1.0834, 0.9811], [-1.6362, -0.6257, -0.8607], [2.6629, 0.7444, 0.3795], [1.4823, 1.1354, 1.6350], [1.3237, 1.8181, -0.0012], [0.8489, -1.2455, -1.8491], [1.3596, -2.1960, -0.4478], [2.4164, -0.9155, -1.0846], [-1.4178, 1.9970, 0.3813], [-2.3541, 0.8084, 1.3030], [-0.7587, 1.2967, 1.8788], [-2.5985, -0.9630, -0.4648], [-1.1921, -1.4543, -1.4140], [-1.8455, 0.1834, -1.5726]], "forces_ev_per_angstrom": [[0.1, 0.0, 0.1], [0.0, 0.3, -0.2], [0.1, 0.0, -0.1], [0.0, -0.1, 0.2], [-0.2, 0.1, -0.2], [0.0, 0.1, 0.0], [0.0, -0.1, 0.0], [-0.1, -0.1, 0.1], [-0.1, 0.0, -0.1], [0.0, -0.2, 0.2], [0.1, 0.1, 0.2], [0.1, 0.2, -0.2], [-0.2, -0.1, 0.0], [0.0, -0.2, 0.0], [0.2, 0.0, -0.1], [-0.1, 0.0, -0.2], [0.1, 0.0, 0.1], [0.0, 0.1, 0.1], [0.0, -0.1, 0.1]], "total_charge": 0, "de_lowest_kcal_mol": 24.9, "smiles": "CC1(C)OC1(C)C", "orbital_gap_ev": 10.880, "spin_multiplicity": 1, "total_energy_ha": -311.01954}



No. 4
{"formula": "C6H12O", "method": "ωB97M-V with the def2-TZVPD basis set", "elements": ["C", "C", "C", "C", "C", "C", "O", "H", "H", "H", "H", "H", "H", "H", "H", "H", "H", "H", "H"], "xyz": [[2.0470, 0.3378, -0.4281], [1.0275, -0.1681, 0.5902], [-0.4080, -0.3582, 0.1067], [-0.5808, -1.2208, -1.1270], [-1.3830, -0.2751, 1.2785], [-1.3384, 0.8089, 0.2519], [-0.8679, 2.0949, 0.5218], [1.7703, 1.3239, -0.8190], [2.1732, -0.3450, -1.2750], [3.0249, 0.4387, 0.0564], [1.0109, 0.5354, 1.4293], [1.3730, -1.1294, 0.9957], [0.0551, -0.8216, -1.9293], [-0.2968, -2.2676, -0.9731], [-1.6106, -1.1935, -1.5006], [-0.9020, -0.1194, 2.2424], [-2.3004, -0.8552, 1.3469], [-2.2129, 0.7880, -0.4036], [-0.5866, 2.4347, -0.3394]], "forces_ev_per_angstrom": [[0.0, 0.0, -0.1], [0.0, 0.0, 0.1], [0.1, 0.0, -0.1], [0.0, -0.1, 0.0], [-0.1, -0.1, 0.1], [-0.2, -0.3, -0.1], [0.0, 0.2, -0.1], [0.0, -0.1, 0.0], [0.0, 0.1, 0.1], [-0.1, 0.0, -0.1], [0.0, -0.1, -0.1], [0.0, 0.1, -0.1], [-0.1, -0.1, 0.1], [0.0, 0.1, 0.1], [0.1, -0.1, 0.2], [-0.1, 0.1, -0.2], [0.2, 0.0, -0.2], [0.2, 0.1, 0.0], [0.0, 0.1, 0.4]], "total_charge": 0, "de_lowest_kcal_mol": 28.8, "smiles": "CC[C@@]1(C)C[C@H]1O", "orbital_gap_ev": 10.255, "spin_multiplicity": 1, "total_energy_ha": -311.01331}



No. 5
{"formula": "C6H12O", "method": "ωB97M-V with the def2-TZVPD basis set", "elements": ["C", "C", "C", "C", "C", "C", "O", "H", "H", "H", "H", "H", "H", "H", "H", "H", "H", "H", "H"], "xyz": [[-2.3744, 0.3755, 0.4585], [-1.0828, 0.1221, 1.1906], [0.1299, 0.8237, 0.5773], [0.4084, 0.5358, -0.8647], [1.0849, -0.8298, -1.0349], [2.5285, -0.8539, -0.6329], [3.2533, -0.0094, -0.1736], [-3.3083, 0.2648, 1.0459], [-2.4691, 1.3626, 0.0081], [-2.5385, -0.4233, -0.3429], [-1.2816, 0.4459, 2.2493], [-0.9086, -0.9701, 1.2332], [0.2078, 1.8603, 0.9397], [1.0102, 0.3120, 1.1626], [-0.4533, 0.4774, -1.5021], [1.1146, 1.2782, -1.2716], [0.9917, -1.2763, -2.0256], [0.7640, -1.5842, -0.2838], [2.9235, -1.9112, -0.7332]], "forces_ev_per_angstrom": [[-1.8, -1.4, -1.4], [-0.7, 0.1, 1.0], [1.8, -1.4, 3.0], [0.9, -0.4, -0.8], [0.5, 0.4, 1.1], [1.1, -1.2, -0.2], [-0.7, 0.2, -0.3], [0.7, 0.0, 0.2], [0.3, 0.0, -0.2], [0.3, 1.3, 0.6], [0.8, -0.2, -0.8], [-0.1, 0.5, 0.0], [-0.3, -0.1, -0.8], [-1.2, 1.2, -0.9], [-0.7, 0.6, -0.2], [-0.4, -0.1, 0.1], [0.0, 0.0, 0.0], [-0.6, 0.2, -0.5], [0.0, 0.5, 0.0]], "total_charge": 0, "de_lowest_kcal_mol": 26.8, "smiles": "CCCCCC=O", "orbital_gap_ev": 10.650, "spin_multiplicity": 1, "total_energy_ha": -311.01652}



No. 6
{"formula": "C6H12O", "method": "ωB97M-V with the def2-TZVPD basis set", "elements": ["C", "C", "O", "C", "C", "C", "C", "H", "H", "H", "H", "H", "H", "H", "H", "H", "H", "H", "H"], "xyz": [[1.7237, -0.2026, -1.2185], [1.1319, 0.4159, 0.0308], [0.8232, 1.7955, -0.1740], [-0.5580, 1.6036, 0.1269], [-0.3726, 0.0413, 0.3816], [-0.6833, -0.6677, 1.7218], [-1.1253, -0.7542, -0.6623], [2.6809, 0.2623, -1.4800], [1.8828, -1.2720, -1.0541], [1.0469, -0.0681, -2.0675], [1.8595, 0.3511, 0.8565], [-1.1531, 1.7922, -0.7805], [-0.8821, 2.3098, 0.9034], [0.0836, -0.6005, 2.4951], [-0.8138, -1.7410, 1.4915], [-1.6638, -0.3700, 2.1195], [-0.7645, -1.7899, -0.6673], [-1.0584, -0.3192, -1.6572], [-2.1819, -0.8144, -0.3605]], "forces_ev_per_angstrom": [[0.0, -0.1, 0.0], [0.1, -0.5, -0.1], [0.0, 0.0, 0.0], [-0.4, -0.2, 0.0], [0.5, 1.0, 0.2], [-0.1, -0.1, -0.4], [-0.2, -0.3, 0.0], [-0.1, -0.1, 0.2], [0.1, 0.0, -0.1], [0.1, -0.1, 0.1], [-0.4, -0.3, 0.0], [-0.1, -0.1, 0.3], [-0.1, -0.5, 0.2], [-0.1, 0.3, -0.1], [0.3, 0.3, 0.2], [0.3, 0.2, 0.0], [0.0, 0.2, -0.3], [-0.1, -0.1, -0.1], [0.2, 0.1, -0.2]], "total_charge": 0, "de_lowest_kcal_mol": 32.5, "smiles": "C[C@H]1OCC1(C)C", "orbital_gap_ev": 10.385, "spin_multiplicity": 1, "total_energy_ha": -311.00751}



No. 7
{"formula": "C6H12O", "method": "ωB97M-V with the def2-TZVPD basis set", "elements": ["C", "O", "C", "C", "C", "C", "C", "H", "H", "H", "H", "H", "H", "H", "H", "H", "H", "H", "H"], "xyz": [[-1.4836, -0.3953, 0.1924], [-2.6245, 0.1981, 0.0634], [-0.6993, -0.4254, -1.1313], [0.6235, -1.2319, -0.8652], [1.2903, -0.6699, 0.2811], [2.3128, 0.3094, 0.1650], [2.8347, 1.0252, 1.1648], [-0.7480, 0.1249, 0.9016], [-1.5837, -1.4472, 0.4727], [-4.8695, 2.3158, 0.3814], [-1.2529, -0.9244, -1.9280], [-0.4833, 0.6046, -1.3995], [0.3314, -2.2452, -0.7098], [1.2424, -1.1128, -1.7457], [0.9293, -0.9214, 1.2728], [2.5354, 0.5387, -0.8750], [3.6527, 1.7146, 0.9773], [-4.5098, 1.6912, 0.5991], [2.5022, 0.8508, 2.1829]], "forces_ev_per_angstrom": [[-0.6, -0.4, -1.2], [-0.1, 0.5, 0.1], [-0.3, 0.4, 0.1], [0.5, 0.5, 0.1], [-0.9, 0.6, 0.9], [-0.7, 0.3, -1.0], [0.4, -0.3, 0.3], [0.5, 0.0, 0.2], [0.3, -0.6, 0.9], [0.1, -0.3, 0.1], [-0.1, 0.1, 0.0], [0.2, 0.1, -0.3], [-0.2, -0.8, 0.1], [0.2, -0.2, -0.3], [0.4, -0.5, 0.0], [0.5, 0.0, 0.1], [-0.3, 0.1, 0.1], [-0.1, 0.3, -0.2], [0.2, 0.1, 0.0]], "total_charge": 0, "de_lowest_kcal_mol": 147.9, "orbital_gap_ev": 4.993, "spin_multiplicity": 1, "total_energy_ha": -310.82358}



No. 8
{"formula": "C6H12O", "method": "ωB97M-V with the def2-TZVPD basis set", "elements": ["C", "C", "C", "C", "C", "C", "O", "H", "H", "H", "H", "H", "H", "H", "H", "H", "H", "H", "H"], "xyz": [[1.9541, -0.1927, 1.0526], [1.3082, -0.5677, -0.5532], [0.2432, 0.4029, -0.9936], [-1.0617, -0.0311, -1.6640], [-1.0893, 0.4667, -0.2650], [-1.4091, -0.4761, 0.8757], [-1.6554, 1.7429, -0.1177], [3.0424, -0.3919, 1.2666], [1.3764, -0.8094, 1.7132], [1.8188, 0.8793, 1.2280], [0.9243, -1.5914, -0.5354], [2.3550, -0.3796, -0.5315], [0.5747, 1.3779, -1.3465], [-1.2479, -1.0895, -1.8358], [-1.4709, 0.6365, -2.4203], [-2.4947, -0.5720, 0.9948], [-0.9963, -0.0970, 1.8200], [-0.9939, -1.4752, 0.7044], [-1.1778, 2.1674, 0.6078]], "forces_ev_per_angstrom": [[-1.3, -0.2, 0.1], [0.3, 0.6, 3.3], [0.2, 0.2, 0.2], [0.1, -0.1, -0.1], [0.2, -0.2, 0.0], [0.0, 0.0, 0.0], [0.1, 0.2, 0.2], [-1.0, -0.2, -0.9], [-0.2, 0.1, 0.8], [-0.3, -0.2, 0.0], [0.8, 0.1, -0.1], [0.9, -0.3, -3.6], [0.0, -0.1, 0.1], [0.1, 0.2, 0.1], [0.2, -0.2, 0.1], [0.2, 0.1, -0.1], [-0.1, -0.1, -0.2], [-0.1, 0.2, 0.0], [-0.2, 0.1, -0.1]], "total_charge": 0, "de_lowest_kcal_mol": 72.8, "smiles": "CC[C@H]1C[C@]1(C)O", "orbital_gap_ev": 9.617, "spin_multiplicity": 1, "total_energy_ha": -310.94328}